Record 1
DFT (the ωB97M-V functional and the def2-TZVPD basis) results for a structure of composition C34H26IrNO9PS at a distorted geometry.

Summary:
Spin multiplicity: 1
Net charge: -1
Energy above the lowest of the compared OMol25 structures with the same formula, charge and spin in kJ/mol: 203.1
E_LUMO in eV: 2.447

Geometry (Å):
Ir  0.96885  -0.63465  -0.77350
O  0.65518  -4.46741  0.85062
C  0.99775  -3.29966  0.73609
O  0.62193  -2.59478  -0.29084
C  1.77604  -2.68811  1.91155
C  0.90522  -1.67698  2.68201
C  1.46575  -1.45329  4.09805
C  2.69913  -0.55865  3.79466
C  2.63147  -0.48129  2.26222
O  1.21621  -0.44122  2.04018
C  3.05895  -1.84656  1.67359
C  3.62143  -1.80396  0.24832
O  4.70758  -2.32263  0.04129
O  2.92617  -1.21527  -0.66817
H  2.00450  -3.54429  2.54335
H  -0.16590  -1.86531  2.64523
H  0.73357  -0.92372  4.70689
H  1.71504  -2.39045  4.59707
H  2.58722  0.43345  4.22958
H  3.63956  -0.98785  4.14156
H  3.09274  0.39453  1.81612
H  3.86864  -2.26563  2.26951
O  1.20630  0.54173  -3.33353
C  0.41332  0.31475  -2.45878
C  -0.97894  0.93759  -2.55468
C  -1.28162  1.86952  -3.53574
C  -2.53826  2.45838  -3.53654
C  -3.48770  2.10648  -2.58158
C  -3.19140  1.15371  -1.61544
C  -1.92641  0.59211  -1.60276
P  -1.26891  -0.74170  -0.60610
C  -2.04923  -0.67251  1.04295
C  -2.81867  -1.69714  1.59061
C  -3.30778  -1.59155  2.88571
C  -3.04025  -0.46035  3.64136
C  -2.28823  0.57025  3.09578
C  -1.79127  0.46658  1.80634
C  -2.02497  -2.20140  -1.44922
C  -2.62100  -2.02977  -2.70012
C  -3.17772  -3.10252  -3.38419
C  -3.15246  -4.37005  -2.82951
C  -2.55104  -4.55874  -1.59465
C  -1.98372  -3.49392  -0.91404
H  -0.52764  2.13437  -4.26556
H  -2.78209  3.20600  -4.28151
H  -4.46389  2.57562  -2.59597
H  -3.93074  0.85739  -0.88067
H  -3.03977  -2.58401  1.01673
H  -3.89310  -2.40124  3.30322
H  -3.41576  -0.38351  4.65452
H  -2.06727  1.45503  3.67933
H  -1.17986  1.25851  1.39975
H  -2.65439  -1.05585  -3.16651
H  -3.62491  -2.93845  -4.35660
H  -3.58430  -5.20889  -3.36168
H  -2.49397  -5.54744  -1.15722
H  -1.46271  -3.70230  0.00718
O  3.60572  1.21042  -1.95813
C  2.79216  1.83626  -1.33479
N  1.76679  1.32450  -0.53282
S  0.95755  2.51189  0.25386
O  -0.43969  2.53746  -0.10771
O  1.25610  2.54336  1.66100
C  1.79382  3.85420  -0.51786
C  1.59841  5.21279  -0.35224
C  2.44032  6.05896  -1.05957
C  3.44503  5.54826  -1.88282
C  3.62980  4.18098  -2.01935
C  2.77909  3.33952  -1.32136
H  0.82044  5.59508  0.29480
H  2.31802  7.13118  -0.97136
H  4.08777  6.23444  -2.42000
H  4.40197  3.75776  -2.64788

Cartesian forces, eV/Å:
Ir -0.2 0.6 1.1
O -0.1 -0.1 0.0
C 0.2 0.0 0.1
O 0.0 -0.2 -0.4
C -0.1 -0.2 0.0
C 0.0 0.0 0.1
C 0.1 0.0 -0.1
C 0.0 -0.1 0.0
C 0.1 0.0 0.1
O -0.1 -0.1 -0.3
C 0.2 0.1 0.0
C -0.3 0.0 -0.1
O 0.0 0.0 0.1
O 0.4 0.1 0.0
H 0.0 0.0 0.0
H 0.0 0.0 0.0
H 0.0 0.0 0.0
H 0.0 0.0 0.0
H 0.0 0.0 0.0
H 0.0 0.0 0.0
H 0.0 0.0 -0.1
H 0.0 0.0 0.0
O -0.2 -0.2 -0.2
C 0.2 -0.2 -0.2
C 0.1 0.0 0.1
C -0.1 0.0 0.0
C 0.0 0.0 0.0
C 0.0 0.0 0.0
C 0.0 0.1 0.0
C 0.0 0.0 -0.2
P -0.2 0.1 0.2
C 0.0 0.0 -0.1
C 0.0 0.0 -0.1
C 0.0 0.0 0.0
C 0.0 0.0 0.0
C 0.0 0.0 0.0
C 0.1 -0.1 0.1
C 0.0 0.0 0.0
C 0.0 0.0 0.0
C 0.0 0.0 0.0
C 0.0 0.0 0.0
C 0.0 0.0 0.0
C 0.1 0.1 -0.1
H 0.0 0.0 0.0
H 0.0 0.0 0.0
H 0.0 0.0 0.0
H 0.0 0.0 0.0
H 0.0 0.0 0.0
H 0.0 0.0 0.0
H 0.0 0.0 0.0
H 0.0 0.0 0.0
H -0.1 0.0 0.0
H 0.0 0.0 0.0
H 0.0 0.0 0.0
H 0.0 0.0 0.0
H 0.0 0.0 0.0
H 0.0 0.0 0.0
O 0.0 0.0 0.0
C 0.2 0.0 0.1
N -0.4 -0.1 -0.3
S 0.0 0.1 0.0
O 0.1 0.1 0.0
O 0.0 -0.1 0.1
C 0.1 0.0 0.0
C 0.0 0.0 0.0
C 0.0 0.0 0.0
C 0.0 0.0 0.0
C 0.0 0.0 0.0
C 0.0 0.0 0.0
H 0.0 0.0 0.0
H 0.0 0.0 0.0
H 0.0 0.0 0.0
H 0.0 0.0 0.0

=====

Record 2
DFT (the ωB97M-V functional and the def2-TZVPD basis) results for a structure of composition C34H26N4P2Pd.

Summary:
Spin multiplicity: 3
Net charge: 0
Energy above the lowest of the compared OMol25 structures with the same formula, charge and spin in kJ/mol: 15.3
E_LUMO (alpha / beta) in eV: 0.137 / -1.847

Geometry (Å):
Pd  -0.02435  0.74835  -0.23709
C  -2.88030  -0.76305  0.11717
P  -2.39175  0.80437  -0.68644
C  -3.52928  2.09152  -0.13398
C  -4.90743  1.87760  -0.16055
C  -5.77187  2.88675  0.22804
C  -5.26547  4.11146  0.64648
C  -3.89696  4.32566  0.68357
C  -3.02749  3.31496  0.29615
C  -2.73306  0.61637  -2.46154
C  -1.99219  1.35243  -3.37810
C  -2.28192  1.28449  -4.73402
C  -3.29934  0.45899  -5.18784
C  -4.03948  -0.28791  -4.28061
C  -3.76336  -0.20177  -2.92537
C  -1.81211  -1.73991  -0.24417
C  -1.82727  -3.01870  -0.74552
C  -0.46860  -3.35793  -1.02004
C  0.28922  -2.27296  -0.65144
C  1.71519  -1.89688  -0.89801
P  1.61409  -0.26343  -1.73935
C  1.88150  -0.53724  -3.49710
C  0.78641  -0.54820  -4.35290
C  0.95889  -0.84698  -5.69832
C  2.22307  -1.13689  -6.18501
C  3.31996  -1.13803  -5.33012
C  3.15261  -0.84507  -3.98761
C  2.99450  0.75230  -1.12300
C  3.28227  0.74097  0.24652
C  4.18130  1.64819  0.78908
C  4.79459  2.58580  -0.02786
C  4.51356  2.60882  -1.38708
C  3.61707  1.70446  -1.93316
N  -0.52454  -1.29553  -0.14463
H  -3.87214  -1.07790  -0.20618
H  -2.92387  -0.56909  1.19329
H  -5.31109  0.92682  -0.48693
H  -6.84058  2.71919  0.20667
H  -5.94349  4.89834  0.95014
H  -3.50212  5.27418  1.02184
H  -1.95698  3.47133  0.34707
H  -1.19055  1.99786  -3.03409
H  -1.70154  1.86998  -5.43547
H  -3.51631  0.39498  -6.24609
H  -4.83559  -0.93382  -4.62639
H  -4.35362  -0.78768  -2.23416
H  -2.69577  -3.64185  -0.88913
H  -0.09954  -4.28470  -1.43045
H  2.23071  -2.62745  -1.52153
H  2.28785  -1.76516  0.02059
H  -0.20130  -0.33328  -3.96772
H  0.10302  -0.85548  -6.36053
H  2.35918  -1.36969  -7.23317
H  4.30604  -1.37051  -5.71005
H  4.00744  -0.84681  -3.32241
H  2.83232  0.01005  0.90944
H  4.39805  1.60911  1.84831
H  5.48988  3.29866  0.39489
H  4.99531  3.33696  -2.02683
H  3.40081  1.74096  -2.99351
N  -0.38757  1.62336  1.69817
C  0.41492  2.08803  2.40992
C  1.35929  2.63528  3.24844
C  2.33957  1.77504  3.80082
N  3.15393  1.05755  4.19363
C  1.39740  4.03955  3.45109
N  1.41803  5.18190  3.60352

Cartesian forces, eV/Å:
Pd -0.2 -0.1 -0.2
C -0.2 0.0 0.0
P 0.4 0.0 -0.3
C 0.0 0.1 0.1
C 0.0 0.0 0.0
C 0.0 0.0 0.0
C 0.0 0.0 0.0
C 0.0 0.0 0.0
C 0.0 0.0 0.0
C -0.3 -0.2 0.1
C 0.0 0.2 0.0
C 0.0 0.0 0.0
C 0.0 0.0 0.0
C 0.0 0.0 0.0
C 0.1 0.0 0.0
C 0.0 0.1 0.2
C 0.1 -0.1 -0.1
C -0.1 -0.1 0.1
C 0.0 0.1 -0.1
C -0.1 -0.2 -0.1
P 0.1 0.6 0.6
C 0.0 -0.1 -0.1
C 0.0 0.0 0.0
C 0.0 0.0 0.0
C 0.0 0.0 0.0
C 0.0 0.0 0.0
C 0.0 0.0 0.0
C 0.1 0.0 -0.1
C 0.1 -0.1 0.0
C 0.0 0.0 0.0
C 0.0 0.0 0.0
C 0.0 0.0 0.0
C 0.0 0.0 0.0
N 0.0 -0.3 -0.1
H 0.0 -0.1 0.0
H 0.0 0.1 0.0
H 0.0 0.0 0.0
H 0.0 0.0 0.0
H 0.0 0.0 0.0
H 0.0 0.0 0.0
H 0.0 0.0 0.0
H 0.0 0.0 0.0
H 0.0 0.0 0.0
H 0.0 0.0 0.0
H 0.0 0.0 0.0
H 0.0 0.0 0.0
H 0.0 0.0 0.0
H 0.0 0.0 0.0
H 0.0 0.0 0.0
H 0.0 -0.1 0.0
H 0.0 0.0 0.0
H 0.0 0.0 0.0
H 0.0 0.0 0.0
H 0.0 0.0 0.0
H 0.0 0.0 0.0
H -0.1 0.1 0.0
H 0.0 0.0 0.0
H 0.0 0.0 0.0
H 0.0 0.0 0.0
H 0.0 0.0 0.0
N 0.1 0.0 0.1
C 0.0 0.1 -0.1
C 0.0 0.0 0.0
C 0.1 0.0 -0.1
N 0.0 0.0 0.0
C 0.0 -0.1 0.0
N 0.0 0.0 0.0

=====

Record 3
DFT (the ωB97M-V functional and the def2-TZVPD basis) results for a structure of composition C34H26N7O2OsS at a distorted geometry.

Summary:
Spin multiplicity: 5
Net charge: +3
Energy above the lowest of the compared OMol25 structures with the same formula, charge and spin in kJ/mol: 177.6
E_LUMO (alpha / beta) in eV: -10.147 / -11.762

Geometry (Å):
Os  1.62725  -0.97344  0.25651
C  -0.05231  -3.54837  -2.90894
O  1.38988  -3.40932  -3.12667
C  1.82609  -2.72452  -2.12584
N  0.90491  -2.16834  -1.28481
C  -0.39558  -2.29178  -2.10775
C  -1.63731  -2.42910  -1.17628
C  -2.80247  -1.58765  -1.34513
C  -3.97907  -1.80890  -0.68753
C  -4.07104  -2.91902  0.14982
C  -3.01628  -3.79444  0.31105
C  -1.77091  -3.50169  -0.31477
C  3.24831  -2.55019  -1.74979
C  4.36541  -3.14429  -2.27342
C  5.57926  -2.86134  -1.73733
C  5.66375  -1.98152  -0.67778
C  4.51995  -1.40740  -0.13656
N  3.34490  -1.68385  -0.68000
C  4.34006  -0.53814  1.02009
N  3.12083  -0.37526  1.46564
C  3.09651  0.42509  2.74224
C  4.61255  0.56068  2.94890
O  5.29206  -0.15254  1.76468
C  2.18874  1.56798  2.51106
C  2.48111  2.55677  1.62254
C  1.54556  3.57638  1.24217
C  0.32037  3.54246  1.92150
C  0.02730  2.48400  2.74341
C  0.96443  1.53992  3.09023
H  -0.19489  -4.51131  -2.44581
H  -0.69511  -3.57529  -3.78513
H  -0.51990  -1.33480  -2.66658
H  -2.72698  -0.74176  -2.04594
H  -4.87255  -1.15150  -0.79488
H  -5.05061  -3.08401  0.64579
H  -3.16819  -4.68849  0.81468
H  -0.96200  -4.17944  -0.18513
H  4.21528  -3.81033  -3.14060
H  6.46377  -3.21813  -2.22847
H  6.61887  -1.55109  -0.30960
H  2.71956  -0.26695  3.50671
H  5.09751  0.01056  3.81895
H  4.91234  1.56583  2.87499
H  3.51806  2.61266  1.19772
H  1.77560  4.46725  0.70802
H  -0.42365  4.31156  1.82409
H  -0.92682  2.30448  3.26992
H  0.70380  0.70564  3.77314
N  -7.56969  4.45204  0.37002
C  -6.43381  4.24870  0.17888
C  -5.14426  3.69692  -0.18111
C  -4.32917  3.26163  0.85365
C  -3.19063  2.55471  0.60831
C  -2.81478  2.30066  -0.67290
C  -3.62645  2.71316  -1.72747
C  -4.70316  3.48874  -1.46602
N  -1.54555  1.75501  -0.90632
C  -0.70191  2.08130  -1.95486
C  0.41283  1.38094  -1.81791
N  0.32651  0.64098  -0.61635
C  -0.84795  0.92777  -0.12265
H  -4.67419  3.30911  1.87815
H  -2.69219  2.14664  1.44693
H  -3.36546  2.56596  -2.76856
H  -5.31852  3.83704  -2.27108
H  -0.97460  2.80947  -2.71101
H  1.39175  1.42950  -2.39070
H  -1.19294  0.58790  0.77951
S  -1.86156  -1.83408  3.22947
C  -0.63411  -1.49966  2.35023
N  0.27148  -1.12153  1.62272

Cartesian forces, eV/Å:
Os -1.0 -0.6 0.0
C -1.3 0.9 -0.3
O 0.4 0.2 -0.2
C -1.2 1.0 2.3
N 1.0 -0.7 -2.6
C -0.9 0.2 2.7
C -1.2 0.4 -0.8
C 2.1 0.4 -1.0
C -0.7 0.3 0.5
C -1.2 -0.1 0.4
C 1.1 2.0 -1.4
C -1.3 -0.2 0.1
C -0.6 1.0 1.2
C -1.9 -1.1 -1.5
C 1.2 0.7 0.2
C 1.3 1.6 1.0
C 0.3 -0.5 -1.1
N -1.3 -0.8 -1.4
C -0.4 -0.9 0.9
N -0.4 0.3 -0.4
C 0.9 -2.1 -0.3
C 1.3 -1.4 0.7
O -0.1 1.2 0.7
C 0.8 0.0 0.3
C 1.1 2.4 -2.3
C 0.2 -1.4 2.5
C 0.2 0.0 -0.8
C -1.1 -1.0 1.7
C -1.3 -1.2 0.7
H 0.0 -0.1 0.7
H 0.8 0.1 -0.7
H 0.3 -0.9 -0.1
H 0.0 -0.4 0.2
H 1.0 -0.5 -0.1
H 0.9 -0.2 -0.3
H 0.0 -1.4 1.1
H 0.6 -0.6 0.1
H 0.3 0.3 0.5
H 0.4 -0.3 0.1
H -0.5 -0.9 -0.2
H -0.2 0.4 -0.1
H -1.0 1.0 -0.9
H 0.7 1.2 0.1
H -1.0 0.0 0.2
H 0.5 0.2 -0.7
H -0.1 0.3 -0.3
H 0.3 0.9 -0.5
H 0.1 0.8 -0.3
N 2.5 -0.2 -0.2
C -2.3 0.0 -0.4
C 0.1 0.5 1.5
C -1.2 -0.4 0.8
C -0.3 0.0 0.4
C -0.5 0.5 -0.8
C 1.7 0.0 -0.4
C -1.9 0.2 -0.5
N 1.6 -0.5 -0.5
C -1.4 0.9 -1.0
C 3.2 -0.9 0.1
N 1.1 0.2 -0.9
C -0.6 0.6 -1.0
H 0.0 0.4 0.0
H 0.8 -0.2 0.6
H 0.2 -0.2 0.1
H -0.1 0.1 -0.4
H 0.0 -0.2 0.2
H -1.7 -0.1 0.7
H -0.9 -0.8 1.8
S 0.2 -0.1 0.0
C 0.2 0.5 -0.4
N 0.2 -0.6 -0.5

=====

Record 4
DFT (the ωB97M-V functional and the def2-TZVPD basis) results for a structure of composition C34H28Br2ClN4O3Zr.

Summary:
Spin multiplicity: 1
Net charge: +1
Energy above the lowest of the compared OMol25 structures with the same formula, charge and spin in kJ/mol: 33.5
E_LUMO in eV: -3.276

Geometry (Å):
Zr  -0.35700  -0.61772  -0.71585
C  2.70746  -3.46390  1.25941
C  2.43929  -3.30716  2.61197
C  1.41058  -2.46959  3.01667
C  0.65538  -1.79397  2.05948
C  0.90797  -1.92867  0.68684
C  1.94887  -2.77884  0.31327
C  -0.46501  -0.90635  2.43829
C  -0.57219  -0.34202  3.73157
C  -1.61657  0.47986  4.02248
C  -2.62809  0.70108  3.05977
C  -3.78288  1.47215  3.32854
C  -4.76397  1.59531  2.38793
C  -4.62935  0.94464  1.14369
C  -3.51056  0.21770  0.85137
C  -2.47521  0.09449  1.80015
N  -1.35414  -0.64005  1.48453
H  3.50765  -4.12087  0.94145
H  3.02252  -3.84146  3.34981
H  1.19441  -2.37205  4.07303
H  2.19038  -2.91035  -0.73872
H  0.19690  -0.53930  4.46264
H  -1.69477  0.95176  4.99451
H  -3.87918  1.94565  4.29758
H  -5.65082  2.17808  2.59467
H  -5.42203  1.02868  0.41196
H  -3.41346  -0.29122  -0.09942
Br  -3.07403  3.74481  -0.50631
C  -1.45790  3.35954  0.38002
C  -0.96796  4.29374  1.31923
C  0.24624  4.10862  1.91504
Br  0.86497  5.38131  3.16142
C  1.04300  2.97678  1.59178
C  2.34743  2.72752  2.06957
C  3.02251  1.61208  1.65217
C  2.38316  0.70044  0.79751
N  1.16212  0.88895  0.34612
C  0.50394  2.03941  0.69691
C  -0.75743  2.22228  0.07358
O  -1.14850  1.29061  -0.78247
H  -1.56167  5.16687  1.54892
H  2.80601  3.42950  2.75293
H  4.03021  1.40857  1.98374
H  2.87197  -0.21955  0.50537
N  -1.16924  -2.87111  -0.79175
C  -2.38548  -3.40735  -1.45145
C  -2.55574  -2.87828  -2.86583
C  -3.07623  -1.45503  -2.90025
N  -2.09465  -0.48424  -2.37262
H  -0.35307  -3.34405  -1.17863
H  -1.16668  -3.14694  0.18701
H  -3.24467  -3.12547  -0.83877
H  -2.33664  -4.49743  -1.45781
H  -3.26335  -3.51964  -3.39317
H  -1.60798  -2.94975  -3.40994
H  -3.97657  -1.39057  -2.28413
H  -3.36274  -1.17735  -3.91577
H  -2.56731  0.37904  -2.11398
H  -1.46191  -0.18846  -3.12662
Cl  6.84881  1.82010  -3.40505
C  5.20957  1.27143  -3.33439
C  4.89240  0.19239  -2.52167
C  3.57864  -0.23859  -2.46389
C  2.59454  0.40230  -3.21130
C  2.93314  1.47647  -4.02907
C  4.24295  1.91708  -4.09212
C  1.17488  -0.02394  -3.13582
O  0.28564  0.50152  -3.77830
O  0.91815  -1.00985  -2.26395
H  5.66906  -0.29997  -1.95339
H  3.31393  -1.08371  -1.84300
H  2.15940  1.96274  -4.60716
H  4.52086  2.75135  -4.72031

Cartesian forces, eV/Å:
Zr -0.1 -0.4 -0.1
C 0.0 0.0 0.0
C 0.0 0.0 0.0
C 0.0 0.0 0.0
C 0.0 0.0 0.0
C 0.0 0.1 0.0
C 0.0 0.0 0.0
C 0.1 0.0 0.0
C 0.0 0.0 0.0
C 0.0 0.0 0.0
C 0.0 0.0 0.1
C 0.0 0.0 0.0
C 0.0 0.0 0.0
C 0.0 0.0 0.0
C 0.0 0.0 0.0
C 0.0 0.0 -0.1
N 0.0 0.0 0.0
H 0.0 0.0 0.0
H 0.0 0.0 0.0
H 0.0 0.0 0.0
H 0.0 0.0 0.0
H 0.0 0.0 0.0
H 0.0 0.0 0.0
H 0.0 0.0 0.0
H 0.0 0.0 0.0
H 0.0 0.0 0.0
H 0.0 0.0 0.0
Br 0.0 -0.1 0.0
C -0.1 0.2 0.0
C 0.1 -0.1 0.0
C -0.1 0.0 -0.1
Br 0.0 0.0 0.0
C 0.1 0.1 0.1
C 0.0 0.0 0.0
C -0.1 0.0 0.0
C 0.1 0.0 0.1
N -0.3 0.2 -0.1
C 0.1 -0.1 0.0
C 0.0 0.2 0.0
O 0.1 -0.1 0.3
H 0.0 0.0 0.0
H 0.0 0.0 0.0
H 0.0 0.0 0.0
H 0.0 0.0 0.0
N 0.0 0.0 0.0
C 0.0 0.0 0.0
C 0.0 0.0 0.0
C 0.0 0.1 0.0
N -0.1 0.0 -0.1
H 0.0 0.0 0.0
H 0.0 0.0 0.0
H 0.0 0.0 0.0
H 0.0 0.0 0.0
H 0.0 0.0 0.0
H 0.0 0.0 0.0
H 0.0 0.0 0.0
H 0.0 0.0 0.0
H 0.0 0.0 0.0
H 0.1 0.0 0.0
Cl 0.0 0.0 0.0
C 0.1 0.0 0.0
C 0.0 0.0 0.0
C 0.0 0.0 0.0
C 0.0 0.0 0.0
C 0.0 0.0 0.0
C 0.0 0.0 0.0
C 0.0 -0.1 0.0
O 0.1 -0.1 0.0
O -0.2 0.4 0.3
H 0.0 0.0 0.0
H 0.0 0.0 0.0
H 0.0 0.0 0.0
H 0.0 0.0 0.0